Entry from OMol25: C3H3FeLiO3 as an isolated structure at a distorted geometry (ωB97M-V with the def2-TZVPD basis set).

Geometry as ORCA input:
```
! wB97M-V def2-TZVPD RIJCOSX def2/J DEFGRID3
* xyz 2 7
H 1.497 0.658 -0.325
C 0.757 -1.321 0.598
C 0.168 -0.092 0.057
O -0.941 0.344 0.779
C -1.872 1.117 0.209
O -1.723 1.479 -0.982
O 2.022 -1.481 0.443
H 0.087 -2.192 0.692
H -0.001 -0.083 -1.030
Fe -3.446 2.113 -0.285
Li 3.452 -0.541 -0.157
*
```

## Properties
highest occupied orbital energy (alpha / beta) = -16.200 / -19.469 eV
energy relative to the best compared isomer or geometry (same formula, charge and spin) = 2.794 eV
total energy = -1612.1841 hartree
Kohn-Sham gap (alpha / beta) = 7.26 / 8.01 eV
<S²> = 12.007